C47H57BCl4N10O2S5Sr | wB97M-V/def2-TZVPD

Element x y z (Å)
Sr (0.52094, -0.29673, -0.19853)
C (-2.24656, -6.56963, -2.37643)
C (-2.14496, -5.28703, -1.55183)
C (-3.26006, -5.29133, -0.50173)
C (-0.76456, -5.22673, -0.89713)
N (-2.29666, -4.11313, -2.41343)
C (-2.45056, -4.12623, -3.77803)
C (-2.56806, -2.84623, -4.18523)
N (-2.49006, -2.03093, -3.08963)
B (-2.56076, -0.51033, -3.28053)
N (-1.28636, -0.04293, -4.00803)
C (-1.34706, 0.91997, -4.97583)
C (-0.12526, 1.04787, -5.52583)
N (0.71614, 0.15377, -4.90403)
C (-0.01186, -0.49293, -3.95153)
S (0.53004, -1.69203, -2.89633)
C (2.11784, 0.05197, -5.33183)
C (2.79984, 1.39447, -5.03923)
C (2.88524, -1.05833, -4.62203)
C (2.12214, -0.24393, -6.84043)
N (-2.86026, 0.22627, -1.95723)
C (-4.04476, 0.00027, -1.30423)
C (-4.19666, 0.95137, -0.36433)
N (-3.11426, 1.79797, -0.43863)
C (-2.27526, 1.29987, -1.38943)
S (-0.71986, 1.83597, -1.76923)
C (-3.07316, 3.02287, 0.36457)
C (-4.46336, 3.67607, 0.30527)
C (-2.71246, 2.64537, 1.80177)
C (-2.07636, 4.03267, -0.19513)
C (-2.28736, -2.81063, -2.01133)
S (-2.11146, -2.27053, -0.42433)
H (-2.15326, -7.42163, -1.70823)
H (-1.44626, -6.62923, -3.10873)
H (-3.20616, -6.64223, -2.88143)
H (-3.14356, -6.15083, 0.15257)
H (-4.23386, -5.34813, -0.98393)
H (-3.21756, -4.38613, 0.09657)
H (-0.62286, -6.06503, -0.21943)
H (-0.66456, -4.30113, -0.33723)
H (0.00874, -5.25403, -1.66283)
H (-2.45776, -5.02313, -4.35813)
H (-2.69946, -2.44833, -5.17003)
H (-3.48326, -0.28463, -4.01563)
H (-2.26076, 1.43457, -5.18793)
H (0.20074, 1.70357, -6.30403)
H (2.73234, 1.61837, -3.97643)
H (2.34094, 2.20997, -5.59343)
H (3.84984, 1.34097, -5.31503)
H (2.98434, -0.84733, -3.56073)
H (3.88014, -1.12653, -5.05503)
H (2.38484, -2.01473, -4.74203)
H (1.69684, 0.57167, -7.41983)
H (1.55234, -1.14793, -7.04663)
H (3.14364, -0.39803, -7.17733)
H (-4.67936, -0.82353, -1.55783)
H (-4.97446, 1.07707, 0.35587)
H (-5.19646, 3.15497, 0.91567)
H (-4.82016, 3.70597, -0.72313)
H (-4.38516, 4.69537, 0.67427)
H (-3.49276, 2.03727, 2.25417)
H (-2.57736, 3.54007, 2.40317)
H (-1.78656, 2.07457, 1.81307)
H (-2.29986, 4.24057, -1.23973)
H (-1.06306, 3.65117, -0.13353)
H (-2.14526, 4.95577, 0.37767)
Cl (-2.67366, -0.73423, 2.26777)
C (-1.86766, -1.31083, 3.73987)
Cl (-0.11296, -1.14853, 3.57557)
H (-2.11316, -2.36363, 3.88137)
H (-2.18706, -0.70343, 4.58497)
S (3.33984, -5.27453, -0.88733)
C (2.68404, -3.65973, -0.95303)
N (1.91004, -3.32473, 0.00547)
C (1.75004, -4.33773, 0.90957)
C (0.95554, -4.29693, 2.05267)
C (0.88854, -5.41543, 2.85507)
C (1.59744, -6.57423, 2.53557)
C (2.39014, -6.63863, 1.40607)
C (2.46324, -5.51663, 0.59537)
H (2.94194, -3.02263, -1.77633)
H (0.40414, -3.39553, 2.27407)
H (0.27614, -5.39823, 3.74457)
H (1.52204, -7.43743, 3.18017)
H (2.93584, -7.53493, 1.15417)
C (4.67434, -2.59203, 2.52237)
N (4.64184, -1.15993, 2.45027)
C (4.68804, -0.27473, 3.50247)
C (4.55194, 0.97267, 3.00137)
N (4.44754, 0.85427, 1.63817)
C (4.46664, -0.46013, 1.29567)
S (4.41214, -1.08513, -0.23343)
H (5.14874, -2.89723, 3.45257)
H (5.24314, -2.97273, 1.67157)
H (3.65994, -3.00243, 2.47587)
H (4.81344, -0.61053, 4.51097)
H (4.54404, 1.92417, 3.49197)
H (4.14154, 1.56617, 0.99097)
Cl (1.17714, 7.61087, 1.04387)
C (-0.25576, 7.10217, 1.89327)
C (-1.47376, 7.63157, 1.52377)
C (-2.62036, 7.23017, 2.19067)
C (-2.52796, 6.30377, 3.21317)
C (-1.30006, 5.77847, 3.57967)
Cl (-1.28526, 4.62807, 4.88477)
C (-0.11236, 6.16537, 2.93637)
N (1.13824, 5.76117, 3.29937)
C (1.47034, 4.56127, 3.98257)
C (1.86954, 4.64997, 5.30737)
C (2.19664, 3.50697, 6.01277)
C (2.13564, 2.27657, 5.38207)
C (1.76084, 2.19177, 4.05147)
C (1.43534, 3.32647, 3.32607)
C (1.06764, 3.26967, 1.87367)
C (1.04874, 1.85277, 1.27237)
O (1.98954, 1.52537, 0.53407)
O (0.08934, 1.10557, 1.53507)
H (-1.52226, 8.34687, 0.71707)
H (-3.57626, 7.64407, 1.91407)
H (-3.41296, 5.98537, 3.74267)
H (1.86634, 6.14287, 2.70707)
H (1.90314, 5.62497, 5.76997)
H (2.48284, 3.57997, 7.05177)
H (2.37724, 1.37457, 5.92537)
H (1.71884, 1.23167, 3.56067)
H (1.77704, 3.86917, 1.29437)
H (0.07574, 3.70177, 1.74347)

Cartesian forces (eV/Å) of the 6 atoms listed first:
0.0777 -2.1110 -1.5136
0.0004 0.2685 -0.0086
0.1473 -0.5532 0.5854
0.0725 0.0452 -0.0534
-0.0831 0.0715 -0.0189
-0.0318 0.6416 -0.2702

- LUMO energy: 0.5 eV
- M: 1194.6 g/mol
- Orbital gap: 7.4 eV
- E: -6410.8628 Ha
- Relative energy (zero: lowest compared OMol25 entry of this formula, charge and spin): 70.8 kJ/mol

Löwdin atomic charge list, values in e, 99 entries: 1.128, -0.048, -0.549, -0.048, -0.047, 0.004, -0.040, -0.061, 0.017, -0.607, 0.002, -0.072, -0.058, 0.002, -0.686, 0.652, -0.546, -0.017, -0.103, -0.029, 0.018, -0.100, -0.074, 0.007, -0.657, 0.695, -0.525, -0.027, -0.033, -0.074, -0.703, 0.619, 0.090, 0.084, 0.085, 0.085, 0.089, 0.013, 0.094, 0.010, 0.092, 0.110, 0.124, 0.128, 0.122, 0.114, 0.094, 0.077, 0.089, 0.046, 0.088, 0.053, 0.072, 0.094, 0.086, 0.127, 0.118, 0.075, 0.095, 0.078, 0.063, 0.059, 0.049, 0.086, 0.012, 0.072, 0.566, -0.931, 0.585, 0.034, 0.033, 1.051, -0.530, 0.031, -0.368, -0.037, -0.078, -0.090, -0.093, -0.478, 0.026, 0.055, 0.102, 0.101, 0.106, -0.030, -0.127, -0.059, -0.087, 0.073, -0.826, 0.643, 0.094, 0.076, 0.087, 0.117, 0.115, 0.136, 0.716